The following is a quantum chemistry calculation of C7H11N in the gas phase in a non-equilibrium geometry, from OMol25.

Computed properties:
E_HOMO	-9.20	eV
M	109.17	g/mol
relative energy (zero: lowest compared OMol25 entry of this formula, charge and spin)	113.6	kcal/mol
structure (SMILES)	C[C@H](C1CC1)[C@@H]1C=N1
HOMO-LUMO gap	0.378	Ha

Structure (ORCA input):
```
! RIJCOSX wB97M-V def2-TZVPD def2/J DEFGRID3
* xyz 0 1
C 0.24316 -2.03023 0.39937
C -0.05962 -0.71103 -0.34578
C 0.43719 0.54925 0.35584
C 1.90808 0.95926 0.43528
C 0.84705 1.72193 -0.43074
C -1.85502 -0.54932 -0.58245
C -2.51252 0.55063 -0.00873
N -2.68891 -0.45516 0.69272
H 1.36563 -1.98620 0.47806
H 0.00222 -2.89436 -0.15939
H -0.09463 -2.06799 1.42282
H 0.38358 -0.65698 -1.35307
H -0.06953 0.95350 1.25437
H 2.71251 0.48823 -0.09744
H 2.13393 1.38449 1.34420
H 0.55609 2.66509 -0.19594
H 1.21588 1.48163 -1.54046
H -2.03241 -1.06430 -1.53187
H -2.49268 1.66156 -0.13680
*
```

Mulliken population analysis, charges in e, atoms 1 to 8:
1. C -1.390
2. C 0.035
3. C -0.215
4. C -0.671
5. C -0.748
6. C -0.077
7. C 0.004
8. N -0.508



The following is a quantum chemistry calculation of C7H11N in the gas phase, from OMol25.

Computed properties:
E_HOMO	-5.79	eV
M	109.17	g/mol
relative energy (zero: lowest compared OMol25 entry of this formula, charge and spin)	83.6	kcal/mol
structure (SMILES)	CC1=C(C)CC(N)=C1
HOMO-LUMO gap	0.245	Ha

Structure (ORCA input):
```
! RIJCOSX wB97M-V def2-TZVPD def2/J DEFGRID3
* xyz 0 1
C 1.64129 1.73381 -0.09688
C 0.45326 0.87034 -0.37679
C 0.51748 -0.57065 -0.42263
C 1.15479 -1.39027 0.65605
C -0.82048 -1.10729 -1.03747
C -1.49971 -0.03787 -0.32554
N -2.29863 -0.23095 0.71905
C -0.84543 1.29456 -0.53512
H 1.86743 1.73337 0.97466
H 2.52554 1.35844 -0.61819
H 1.45536 2.76795 -0.39164
H 2.07386 -0.91182 1.00398
H 1.41713 -2.39734 0.31888
H 0.51110 -1.51008 1.55297
H -1.06893 -2.11695 -0.70689
H -0.84748 -1.03532 -2.12734
H -2.40668 0.53495 1.37429
H -2.55130 -1.16205 1.02099
H -1.27860 2.17716 -0.98237
*
```

Mulliken population analysis, charges in e, atoms 1 to 8:
1. C -1.296
2. C 1.068
3. C -0.004
4. C -1.314
5. C -0.571
6. C 0.398
7. N -0.450
8. C -1.215



The following is a quantum chemistry calculation of a 2-piece molecular cluster, C7H11N2 overall in a non-equilibrium geometry, from OMol25.

Computed properties:
E_HOMO (alpha / beta)	-12.43 / -12.42	eV
M	123.18	g/mol
relative energy (zero: lowest compared OMol25 entry of this formula, charge and spin)	187.0	kcal/mol
HOMO-LUMO gap (alpha / beta)	0.254 / 0.253	Ha

Structure (ORCA input):
```
! RIJCOSX wB97M-V def2-TZVPD def2/J DEFGRID3
* xyz 1 1
C 0.50578 -1.42712 0.20575
C 0.55312 -2.43908 1.29014
C 0.47782 0.96497 -1.70421
C -0.37711 -3.15976 1.56425
C -0.40172 1.16553 -0.71680
C -2.43440 1.01010 0.59347
C 2.59568 0.02552 -0.03352
N -1.56818 0.51796 -0.44917
N 1.30606 -0.69971 -0.21861
H 0.29082 0.22766 -2.55869
H 1.27728 1.59633 -1.78030
H -0.84724 -3.88954 2.25923
H -0.18449 1.93357 0.01415
H -1.94026 2.02073 0.86456
H -3.36724 1.20222 0.21269
H -2.49010 0.41726 1.57296
H 3.22343 -0.44959 0.76464
H 2.95293 -0.02193 -1.03143
H 2.45759 0.93007 0.41947
H -2.02979 0.07481 -1.26859
*
```

Mulliken population analysis, charges in e, atoms 1 to 8:
1. C 0.784
2. C -0.655
3. C -1.000
4. C -0.072
5. C 0.089
6. C -0.808
7. C -0.880
8. N -0.019



The following is a quantum chemistry calculation of an isolated ion of composition C7H11N2 and charge +1 in a non-equilibrium geometry, from OMol25.

Computed properties:
E_HOMO	-13.26	eV
M	123.18	g/mol
relative energy (zero: lowest compared OMol25 entry of this formula, charge and spin)	120.2	kcal/mol
structure (SMILES)	C#CN(C)CC[N+]#CC
HOMO-LUMO gap	0.334	Ha

Structure (ORCA input):
```
! RIJCOSX wB97M-V def2-TZVPD def2/J DEFGRID3
* xyz 1 1
C 2.54028 0.26854 -1.09777
C 1.55740 -0.04640 -0.47577
N 0.44401 -0.60042 0.13384
C 0.60627 -1.05455 1.54994
C -0.42601 -1.45439 -0.61099
C -1.83629 -0.81892 -0.95392
N -1.76183 0.60799 -0.55292
C -0.85276 1.28357 -0.17952
C -0.23418 2.41016 0.36979
H 3.17036 0.94606 -1.60169
H -0.30361 -1.14756 2.18344
H 1.02989 -1.95475 1.64724
H 1.36999 -0.33630 2.03035
H -0.57226 -2.43868 -0.10553
H 0.10481 -1.65880 -1.58527
H -2.13608 -0.91245 -2.06563
H -2.61173 -1.28802 -0.34018
H 0.85751 2.31003 0.30291
H -0.55126 2.48057 1.43780
H -0.39451 3.40434 -0.08610
*
```

Mulliken population analysis, charges in e, atoms 1 to 8:
1. C -0.257
2. C -0.202
3. N 0.041
4. C -1.121
5. C -0.491
6. C -0.442
7. N -0.261
8. C 0.815



The following is a quantum chemistry calculation of an isolated ion of composition C7H11N2O and charge +1 in a non-equilibrium geometry, from OMol25.

Computed properties:
E_HOMO	-14.18	eV
M	139.18	g/mol
relative energy (zero: lowest compared OMol25 entry of this formula, charge and spin)	93.2	kcal/mol
structure (SMILES)	C#C[C@H](N)[N+]1=C(O)CCC1
HOMO-LUMO gap	0.399	Ha

Structure (ORCA input):
```
! RIJCOSX wB97M-V def2-TZVPD def2/J DEFGRID3
* xyz 1 1
C 3.48862 0.15909 1.47260
C 2.26640 -0.17975 1.43183
C 0.56623 -0.63523 1.38540
N 0.34827 -2.01411 1.24345
N -0.03422 0.08232 0.30860
C 0.58389 0.48392 -0.79199
O 1.85487 0.48645 -1.11158
C -0.33090 0.98961 -1.83621
C -1.71316 0.69777 -1.26504
C -1.47659 0.35731 0.24195
H 4.45762 0.50904 1.69787
H 0.19731 -0.19389 2.22287
H 0.83517 -2.51685 2.02609
H 0.23878 -2.41028 0.37133
H 2.50162 0.25838 -0.23992
H -0.21016 2.15561 -2.07735
H -0.08957 0.53738 -2.93258
H -2.47514 1.57184 -1.27833
H -2.05148 -0.07520 -1.77702
H -1.83890 1.14863 0.78271
H -1.88378 -0.70862 0.53878
*
```

Mulliken population analysis, charges in e, atoms 1 to 8:
1. C -0.410
2. C -0.319
3. C 0.053
4. N -0.429
5. N 0.023
6. C 0.545
7. O -0.430
8. C -0.388



The following is a quantum chemistry calculation of a 2-piece molecular cluster, C7H11N2O2 overall in a non-equilibrium geometry, from OMol25.

Computed properties:
E_HOMO	-4.43	eV
M	155.18	g/mol
relative energy (zero: lowest compared OMol25 entry of this formula, charge and spin)	35.5	kcal/mol
HOMO-LUMO gap	0.297	Ha

Structure (ORCA input):
```
! RIJCOSX wB97M-V def2-TZVPD def2/J DEFGRID3
* xyz -1 1
C -0.30572 0.25704 -3.53236
C -0.11122 -0.67707 -1.32084
C -0.04486 -0.90364 -2.66833
C 0.10005 -2.87801 -1.81196
N -0.12929 -2.00557 -0.70825
N 0.25359 -2.31011 -2.96419
H -0.30290 0.10977 -0.66251
H -0.10074 -2.05201 0.31598
H -1.35101 0.26618 -3.82983
H 0.32320 0.23487 -4.33828
H 0.16519 -3.98449 -1.68747
H -0.29269 1.17858 -2.97825
C -0.15184 1.76015 2.74229
C 1.30662 1.57051 2.62633
C -0.90826 0.46068 2.48625
O -0.47567 -0.41645 1.62206
O -1.99282 0.46418 3.11171
H -0.53881 2.03771 3.71674
H -0.53488 2.41103 2.03044
H 1.77494 2.58145 2.51490
H 1.66962 0.86872 1.79513
H 1.64752 1.02650 3.54043
*
```

Mulliken population analysis, charges in e, atoms 1 to 8:
1. C -1.223
2. C -0.351
3. C 0.456
4. C -0.210
5. N -0.059
6. N -0.624
7. H 0.396
8. H 0.327



The following is a quantum chemistry calculation of a 2-piece molecular cluster, C7H11N2O2 overall in a non-equilibrium geometry, from OMol25.

Computed properties:
E_HOMO	-11.34	eV
M	155.18	g/mol
relative energy (zero: lowest compared OMol25 entry of this formula, charge and spin)	71.3	kcal/mol
HOMO-LUMO gap	0.246	Ha

Structure (ORCA input):
```
! RIJCOSX wB97M-V def2-TZVPD def2/J DEFGRID3
* xyz 1 1
C -1.70848 -0.07367 -0.03376
C -1.71611 -1.43710 0.04766
C 0.38477 -0.77774 0.14028
C -2.69927 0.99490 -0.22518
C -1.82785 2.20257 0.00097
C -0.29569 1.72893 -0.01306
C 3.05466 -1.71159 -0.21728
N -0.43333 0.31351 0.04950
N 3.10195 -2.44169 0.84674
O -0.42438 -1.81439 0.19550
O -2.59361 -2.35516 -0.12997
H -3.22370 1.04418 -1.29320
H -3.62607 0.92900 0.46812
H -2.13646 3.03353 -0.67087
H -1.94705 2.64127 1.03457
H 0.06251 1.79732 -1.11736
H 0.37226 2.15075 0.69758
H 3.64774 -1.70542 -1.13808
H 2.10747 -1.10818 -0.46125
H 2.20639 -2.42601 1.32918
H 3.87113 -2.94680 1.24799
H -2.17623 -3.16798 0.15153
*
```

Mulliken population analysis, charges in e, atoms 1 to 8:
1. C 0.129
2. C 0.023
3. C -0.434
4. C -0.255
5. C -0.633
6. C -0.670
7. C 0.220
8. N 0.327



The following is a quantum chemistry calculation of an isolated ion of composition C7H11N2O3 and charge -1 in a non-equilibrium geometry, from OMol25.

Computed properties:
E_HOMO	-3.83	eV
M	171.18	g/mol
relative energy (zero: lowest compared OMol25 entry of this formula, charge and spin)	28.2	kcal/mol
structure (SMILES)	CC(C)(C)N1C(=O)NC(=O)[C@@H]1[O-]
HOMO-LUMO gap	0.273	Ha

Structure (ORCA input):
```
! RIJCOSX wB97M-V def2-TZVPD def2/J DEFGRID3
* xyz -1 1
C -0.51324 -0.31242 1.45195
C -0.20262 -0.02691 -0.03435
C -0.62822 1.42104 -0.31724
C -0.92063 -1.03206 -0.86513
N 1.24697 -0.23671 -0.21259
C 1.82614 -1.36880 0.10709
O 1.34369 -2.39561 0.61177
N 3.25140 -1.16718 -0.08269
C 3.56845 0.16420 -0.20681
O 4.70779 0.60478 -0.26886
C 2.23150 0.98242 -0.23194
O 2.01829 1.87271 0.65191
H -0.26830 -1.25766 1.76317
H -0.08091 0.47941 2.19917
H -1.56500 -0.07479 1.58725
H -0.34303 1.75290 -1.42752
H -0.00366 1.99761 0.38233
H -1.75334 1.41199 -0.02961
H -0.89253 -0.91094 -1.94567
H -0.53084 -1.90138 -0.37760
H -1.97606 -1.05198 -0.62648
H 3.85112 -1.87494 0.22476
H 2.18842 1.44386 -1.30701
*
```

Mulliken population analysis, charges in e, atoms 1 to 8:
1. C -1.674
2. C 1.307
3. C -1.456
4. C -1.873
5. N 0.226
6. C 0.425
7. O -0.716
8. N -0.105



- Which formula does entry 6 have?
  C7H11N2O2



Please write out number 1 again, unchanged.
The following is a quantum chemistry calculation of C7H11N in the gas phase in a non-equilibrium geometry, from OMol25.

Computed properties:
E_HOMO	-9.20	eV
M	109.17	g/mol
relative energy (zero: lowest compared OMol25 entry of this formula, charge and spin)	113.6	kcal/mol
structure (SMILES)	C[C@H](C1CC1)[C@@H]1C=N1
HOMO-LUMO gap	0.378	Ha

Structure (ORCA input):
```
! RIJCOSX wB97M-V def2-TZVPD def2/J DEFGRID3
* xyz 0 1
C 0.24316 -2.03023 0.39937
C -0.05962 -0.71103 -0.34578
C 0.43719 0.54925 0.35584
C 1.90808 0.95926 0.43528
C 0.84705 1.72193 -0.43074
C -1.85502 -0.54932 -0.58245
C -2.51252 0.55063 -0.00873
N -2.68891 -0.45516 0.69272
H 1.36563 -1.98620 0.47806
H 0.00222 -2.89436 -0.15939
H -0.09463 -2.06799 1.42282
H 0.38358 -0.65698 -1.35307
H -0.06953 0.95350 1.25437
H 2.71251 0.48823 -0.09744
H 2.13393 1.38449 1.34420
H 0.55609 2.66509 -0.19594
H 1.21588 1.48163 -1.54046
H -2.03241 -1.06430 -1.53187
H -2.49268 1.66156 -0.13680
*
```

Mulliken population analysis, charges in e, atoms 1 to 8:
1. C -1.390
2. C 0.035
3. C -0.215
4. C -0.671
5. C -0.748
6. C -0.077
7. C 0.004
8. N -0.508



Repeat the sixth record exactly.
The following is a quantum chemistry calculation of a 2-piece molecular cluster, C7H11N2O2 overall in a non-equilibrium geometry, from OMol25.

Computed properties:
E_HOMO	-4.43	eV
M	155.18	g/mol
relative energy (zero: lowest compared OMol25 entry of this formula, charge and spin)	35.5	kcal/mol
HOMO-LUMO gap	0.297	Ha

Structure (ORCA input):
```
! RIJCOSX wB97M-V def2-TZVPD def2/J DEFGRID3
* xyz -1 1
C -0.30572 0.25704 -3.53236
C -0.11122 -0.67707 -1.32084
C -0.04486 -0.90364 -2.66833
C 0.10005 -2.87801 -1.81196
N -0.12929 -2.00557 -0.70825
N 0.25359 -2.31011 -2.96419
H -0.30290 0.10977 -0.66251
H -0.10074 -2.05201 0.31598
H -1.35101 0.26618 -3.82983
H 0.32320 0.23487 -4.33828
H 0.16519 -3.98449 -1.68747
H -0.29269 1.17858 -2.97825
C -0.15184 1.76015 2.74229
C 1.30662 1.57051 2.62633
C -0.90826 0.46068 2.48625
O -0.47567 -0.41645 1.62206
O -1.99282 0.46418 3.11171
H -0.53881 2.03771 3.71674
H -0.53488 2.41103 2.03044
H 1.77494 2.58145 2.51490
H 1.66962 0.86872 1.79513
H 1.64752 1.02650 3.54043
*
```

Mulliken population analysis, charges in e, atoms 1 to 8:
1. C -1.223
2. C -0.351
3. C 0.456
4. C -0.210
5. N -0.059
6. N -0.624
7. H 0.396
8. H 0.327